A structure of composition C31H17N6O10Pd at a distorted geometry. Source: the Open Molecules 2025 dataset; level of theory: ωB97M-V/def2-TZVPD.

Output
spin multiplicity = 5
relative energy (zero: lowest compared OMol25 entry of this formula, charge and spin) = 27.99 kcal per mole
HOMO (spin up / spin down) = -12.24 / -12.15 eV
LUMO energy (spin up / spin down) = -3.8 / -6.6 eV
orbital gap (spin up / spin down) = 8.5 / 5.6 eV
net charge = +1

```
65
Properties=species:S:1:pos:R:3:mulliken_spin:R:1
Pd -0.1484 0.9620 -0.1470 1.552
O 3.9879 -4.8899 0.8380 0.002
O -4.8179 0.9737 -6.5637 0.010
O 0.5707 -2.4664 2.0629 0.005
O 0.1833 -3.5598 -2.0173 0.002
O 2.0689 1.6859 0.1048 0.523
O -0.3460 -1.4742 -1.9063 -0.002
O 0.0819 2.0046 1.9114 0.222
O -6.2336 -0.2646 -5.1898 0.008
O 5.0606 -3.3541 1.9167 0.000
O 4.2704 1.6144 0.4216 0.086
N -2.2810 0.3702 0.7235 0.116
N 0.3776 -0.1919 1.6545 0.192
N 0.4185 -2.4180 -1.7127 -0.003
N -1.6639 0.8225 -1.8294 0.108
N 0.3618 2.5079 -1.9430 0.100
N 4.2366 -3.7344 1.1115 -0.001
C 1.4316 -0.7370 6.1295 0.000
C 0.8893 -0.8155 3.8287 0.009
C -2.9540 -0.3370 -0.1921 0.007
C 0.1952 2.7877 -4.3016 0.004
C 3.8008 -1.3644 0.5864 0.000
C 3.2227 1.0722 0.1658 -0.018
C 1.8679 3.9651 -3.0773 0.010
C -2.5178 0.1380 2.0119 -0.002
C -1.4649 1.4189 -3.0060 0.018
C -3.5163 0.5860 -3.7361 0.692
C 0.4116 0.9149 2.4159 -0.045
C -5.5298 0.3539 -5.8806 -0.010
C -0.2534 2.2547 -3.1061 0.021
C 1.6908 -2.1119 -1.0491 0.007
C 0.7860 0.5717 3.8099 0.025
C 1.3849 3.3577 -1.9289 -0.010
C 1.3277 0.6483 6.1104 0.000
C -3.7759 -0.0111 -2.5373 0.094
C 2.3890 -3.0930 -0.3779 0.011
C -2.4032 1.3185 -4.0295 0.080
C -3.8043 -1.3724 0.1533 0.003
C 0.9985 1.3314 4.9396 0.001
C 3.4641 -2.6946 0.3953 0.006
C 1.2069 -1.4974 4.9793 0.001
C 0.6076 -1.3223 2.4364 0.013
C -4.0119 -1.6422 1.4961 0.004
C 3.0931 -0.4059 -0.1179 0.003
C -3.3930 -0.8431 2.4425 0.008
C 2.0847 -0.7922 -0.9921 0.041
C 1.2780 3.6529 -4.2869 -0.002
C -2.7777 0.1317 -1.5774 0.048
H 1.2825 -2.5774 4.9878 0.000
H 2.0910 -4.1302 -0.4261 0.000
H -3.5671 -0.9861 3.5001 0.000
H -4.2791 -1.9715 -0.6120 0.002
H 1.6912 -1.2366 7.0541 0.000
H 1.5102 1.2070 7.0192 0.000
H 4.5906 -1.0870 1.2708 -0.001
H 1.6492 4.0771 -5.2104 0.000
H 1.8453 3.5408 -0.9685 0.010
H -2.2678 1.8097 -4.9837 0.038
H 2.6996 4.6524 -3.0119 0.000
H -0.2806 2.5241 -5.2352 0.000
H 1.6165 -0.0637 -1.6375 -0.031
H -4.6539 -2.4594 1.7968 0.000
H -2.0042 0.7705 2.7230 0.005
H -4.6998 -0.5321 -2.3235 0.038
H 0.9211 2.4109 4.9169 0.000
```

A cluster of 2 separate species, C4H8N2O in total at a distorted geometry. Source: the Open Molecules 2025 dataset; level of theory: ωB97M-V/def2-TZVPD.

Output
relative energy (zero: lowest compared OMol25 entry of this formula, charge and spin) = 129.42 kcal per mole
HOMO = -8.40 eV
LUMO energy = 0.8 eV
orbital gap = 9.2 eV
net charge = 0
structure (SMILES) = NCC=O.C#CN

```
15
Properties=species:S:1:pos:R:3:mulliken_charge:R:1
O 1.9445 1.4011 0.1469 -0.576
N -0.7559 0.1781 -1.7845 -0.322
N -0.3452 -1.6507 0.5753 -0.533
C 0.8486 -0.8546 0.3015 -0.654
C 0.9245 0.8873 0.5821 0.095
C -1.0571 1.6655 0.2222 -0.555
C -1.1314 0.9560 -0.7967 0.095
H 0.6844 0.9413 1.6621 0.344
H 1.2223 -1.1074 -0.6922 0.299
H -1.1342 -1.1616 0.9821 0.222
H -0.1989 0.5974 -2.5191 0.256
H -1.6120 2.4391 0.7049 0.379
H -0.9595 -0.8255 -1.6443 0.322
H 1.6740 -1.1389 0.9606 0.367
H -0.1039 -2.3271 1.2993 0.262
```

A cluster of 2 separate species, C4H6ClNS in total at a distorted geometry. Source: the Open Molecules 2025 dataset; level of theory: ωB97M-V/def2-TZVPD.

Output
relative energy (zero: lowest compared OMol25 entry of this formula, charge and spin) = 62.19 kcal per mole
HOMO = -8.56 eV
LUMO energy = 0.0 eV
orbital gap = 8.5 eV
net charge = 0
structure (SMILES) = N=C=CCl.CC=S

```
13
Properties=species:S:1:pos:R:3:mulliken_charge:R:1
Cl 2.2440 0.1958 0.9562 -0.165
S -1.0185 -0.2566 -0.2828 -0.196
N 4.3033 -1.2043 -1.7530 -0.457
C -0.4962 1.8690 -2.1989 -0.712
C -0.6064 0.4944 -1.6611 -0.152
C 3.8236 -0.2365 -1.1732 0.479
C 2.9309 0.5717 -0.6378 -0.509
H -1.1154 2.5370 -1.5533 0.281
H -0.3598 -0.1702 -2.4150 0.309
H 2.5742 1.5479 -0.9065 0.352
H -0.8415 1.9418 -3.2318 0.290
H 5.2606 -1.2683 -1.6340 0.294
H 0.4972 2.2762 -2.0927 0.185
```

A cluster of 4 separate species, C15H19N2O10 in total at a distorted geometry. Source: the Open Molecules 2025 dataset; level of theory: ωB97M-V/def2-TZVPD.

Output
relative energy (zero: lowest compared OMol25 entry of this formula, charge and spin) = 0.00 kcal per mole
HOMO = -12.90 eV
LUMO energy = -2.5 eV
orbital gap = 10.4 eV
net charge = +1

```
46
Properties=species:S:1:pos:R:3:mulliken_charge:R:1
O -8.2654 -2.4965 1.4347 -0.325
O -1.7777 1.6815 -1.0359 -0.591
O -3.7947 0.6991 -0.9155 -0.311
O -2.9602 1.7217 0.8822 -0.346
O 2.3358 -0.2689 2.4186 -0.470
O 9.4933 -1.3804 -3.0812 -0.314
O -8.3225 -0.8689 -0.0931 -0.297
O -6.3465 -1.5294 0.7585 -0.515
O 10.1883 -1.0853 -0.9599 -0.495
O 7.9896 -1.2611 -1.4239 -0.276
N 1.0337 2.2332 0.2424 0.150
N 2.9102 1.7348 1.2335 0.147
C -9.6444 -2.1532 1.2675 -0.323
C 0.8119 1.0906 0.9868 -0.562
C 5.1648 0.8418 0.9694 -0.698
C -4.3251 1.4100 1.1998 -0.299
C -9.6413 -1.4239 -0.0510 -0.299
C -2.7606 1.3913 -0.4157 0.668
C 7.2483 -1.2157 -2.6456 -0.323
C 2.0144 0.7568 1.6146 0.391
C -4.6624 0.3539 0.1814 -0.171
C 4.3190 1.9298 1.5965 -0.829
C 2.2986 2.6159 0.4244 -0.081
C 6.0529 0.1278 0.5792 0.258
C -7.5350 -1.6250 0.7063 0.628
C 8.2368 -1.7515 -3.6501 -0.355
C 9.3152 -1.2285 -1.7470 0.582
H -9.9528 -1.5164 2.0992 0.256
H -9.7688 -2.0946 -0.9027 0.265
H -5.6977 0.3806 -0.1222 0.190
H 4.4338 1.8301 2.6857 0.336
H 8.1968 -2.8391 -3.7390 0.262
H 0.3083 2.6895 -0.3075 0.250
H 4.7081 2.9137 1.3076 0.353
H 6.9637 -0.1805 -2.8483 0.277
H -10.3945 -0.6411 -0.1019 0.286
H -0.1431 0.5726 1.0410 0.377
H -4.4160 1.0515 2.2226 0.303
H 6.9646 -0.4277 0.3883 0.676
H 2.7943 3.4838 -0.0041 0.376
H 6.3477 -1.8227 -2.5759 0.309
H 1.7782 -1.0134 2.1554 0.363
H 8.1136 -1.3113 -4.6373 0.301
H -4.9273 2.3138 1.0867 0.269
H -4.4181 -0.6447 0.5206 0.310
H -10.2681 -3.0440 1.2548 0.295
```

A structure of composition C54H42MoN5O3P3S at a distorted geometry. Source: the Open Molecules 2025 dataset; level of theory: ωB97M-V/def2-TZVPD.

Output
spin multiplicity = 3
relative energy (zero: lowest compared OMol25 entry of this formula, charge and spin) = 47.49 kcal per mole
HOMO (spin up / spin down) = -7.21 / -7.52 eV
LUMO energy (spin up / spin down) = -0.7 / -1.4 eV
orbital gap (spin up / spin down) = 6.5 / 6.1 eV
net charge = 0

```
109
Properties=species:S:1:pos:R:3:mulliken_spin:R:1
Mo 0.1552 0.3557 0.9342 1.493
S 1.9056 -1.3553 -3.7203 0.565
P -2.1736 -2.0194 -0.8095 -0.002
P 0.5197 2.6922 0.0828 -0.014
P -1.7972 0.4187 2.5900 -0.041
O 1.4808 -1.2781 -5.1193 0.260
O 1.1783 0.4737 2.2371 -0.124
O 1.9254 0.6147 3.2384 -0.178
N -0.3565 -1.6542 1.3859 0.015
N 0.5667 -1.1146 -2.7080 0.128
N -2.6692 1.8683 0.3058 0.029
N -1.1245 0.3578 -0.5905 -0.134
N -4.6251 3.3415 0.3157 0.004
C -2.1300 0.9634 -4.1753 -0.057
C -4.2621 -3.5785 -1.4929 0.000
C 0.9999 5.4008 0.7747 -0.002
C 2.2228 6.0462 2.7385 0.000
C 2.4056 4.7120 3.0616 0.003
C -1.9240 1.7524 3.8103 -0.029
C -3.7365 2.6097 0.2543 -0.005
C -1.2605 2.9431 3.5586 0.016
C -2.2612 1.0671 -0.6226 -0.004
C -3.4691 -0.2890 2.5766 0.007
C -2.3897 5.1408 -1.4024 0.001
C 3.7829 -1.2955 -1.0834 -0.008
C -2.5055 1.5332 5.0567 -0.002
C -0.6478 -3.0985 -0.6409 0.000
C 3.7089 0.9856 -1.8223 0.031
C -3.8095 -3.7159 -4.2121 0.000
C 3.7280 3.3319 -2.4076 -0.002
C -5.1369 -4.2846 -2.2935 0.000
C 2.5862 3.5369 -1.6242 -0.001
C -0.8795 -0.8050 3.6560 0.023
C -0.6225 3.5485 -1.0423 -0.008
C 1.8654 3.7226 2.2597 0.001
C -4.9418 -2.1797 2.4028 -0.001
C 4.3075 -0.2904 -1.8432 0.028
C -6.0344 -1.3431 2.5666 -0.001
C -0.4021 -1.8916 2.7439 0.010
C 4.2730 2.0802 -2.5082 -0.007
C -0.2265 -2.8887 0.7787 -0.006
C -2.3723 2.4830 6.0512 0.000
C -2.9528 1.1947 -3.1449 0.094
C -1.5682 -0.4784 -1.7385 -0.008
C -1.3413 4.0690 -3.2752 -0.003
C -3.1524 -2.9407 -2.0442 -0.002
C -5.8475 0.0229 2.7054 0.000
C -0.2033 -3.2259 2.9971 0.019
C 2.6016 -1.0993 -0.3465 -0.035
C 1.5270 6.3853 1.5909 0.000
C -0.5350 3.3434 -2.4145 0.006
C -3.6599 -1.6585 2.4053 -0.004
C -0.0970 -3.8641 1.7375 0.012
C -1.1384 3.8984 4.5516 0.002
C -2.8218 0.4241 -1.8789 -0.002
C -2.2614 4.9727 -2.7727 -0.001
C -4.5706 0.5524 2.7089 -0.004
C -0.9878 0.1061 -4.0757 0.134
C -1.6743 3.6570 5.8060 0.001
C -1.5689 4.4396 -0.5402 0.004
C -0.6434 -0.5002 -2.9112 -0.088
C -4.9110 -4.3489 -3.6586 0.000
C 1.9084 0.0978 -0.3446 -0.119
C 1.1460 4.0599 1.1171 -0.036
C -2.9246 -3.0147 -3.4116 0.003
C 2.5206 1.1695 -1.0626 0.040
C 1.9817 2.4772 -0.9859 -0.010
H 0.1742 2.6234 -2.8015 -0.002
H -6.6952 0.6830 2.8096 0.000
H -3.1291 5.8161 -1.0034 0.000
H -0.0619 -0.2797 4.1712 0.001
H -1.5552 4.3817 6.5985 0.000
H 2.9616 4.4336 3.9433 0.000
H -1.2282 3.9416 -4.3417 0.000
H -5.5973 -4.8885 -4.2938 0.000
H -3.7679 -0.0944 -1.6640 0.009
H -0.8532 3.1062 2.5665 0.031
H -2.8041 2.3040 7.0261 0.000
H -0.9756 -4.1371 -0.7537 -0.001
H -0.3304 0.0274 -4.9246 -0.013
H -2.2613 1.4850 -5.1110 -0.001
H -3.7472 1.9252 -3.1989 -0.006
H -6.0013 -4.7673 -1.8621 0.000
H -0.1735 -3.6969 3.9616 0.000
H -1.6624 4.5890 0.5265 0.000
H -7.0313 -1.7579 2.5880 0.000
H 4.1825 4.1691 -2.9194 0.000
H 2.1868 4.5377 -1.5303 0.000
H -4.4261 -3.5042 -0.4252 0.000
H 0.8692 -1.1293 -1.7337 -0.027
H 2.6220 6.8240 3.3738 0.000
H -3.6431 -3.7604 -5.2780 0.000
H 2.2216 -1.9361 0.2303 0.000
H 5.2007 -0.4353 -2.4330 -0.007
H 0.0228 -4.9147 1.5518 0.000
H 5.1595 1.9138 -3.1041 -0.001
H -2.8087 -2.3156 2.2855 0.005
H 1.3879 7.4238 1.3305 0.000
H 0.4589 5.6806 -0.1167 0.000
H -0.6161 4.8217 4.3494 0.000
H 2.0032 2.6867 2.5386 0.004
H -1.5364 -1.2144 4.4309 0.006
H 0.0904 -2.9014 -1.4183 0.015
H -5.0897 -3.2431 2.2751 0.000
H -2.8700 5.5514 -3.4507 0.000
H -4.4279 1.6185 2.8141 0.000
H -3.0649 0.6248 5.2378 0.000
H -2.0677 -2.5196 -3.8450 -0.001
H 4.2593 -2.2622 -1.0569 0.001
```

A cluster of 2 separate species, C5H15NO in total at a distorted geometry. Source: the Open Molecules 2025 dataset; level of theory: ωB97M-V/def2-TZVPD.

Output
relative energy (zero: lowest compared OMol25 entry of this formula, charge and spin) = 21.18 kcal per mole
HOMO = -8.55 eV
LUMO energy = 0.7 eV
orbital gap = 9.2 eV
net charge = 0
structure (SMILES) = CCNC(C)C.O

```
22
Properties=species:S:1:pos:R:3:mulliken_charge:R:1
O 3.1364 5.9350 -1.1766 -0.643
N -1.3180 -0.5845 -0.1246 -0.407
C -1.8466 -1.2974 1.0192 -0.536
C 0.1096 -0.6016 -0.4422 0.722
C -1.5339 -0.6289 2.3947 -0.989
C 0.6148 -2.0395 -0.4353 -1.745
C 0.3258 -0.0216 -1.8298 -1.295
H 0.7319 -0.1229 0.3341 0.208
H 0.1294 -0.8246 -2.5547 0.309
H -1.6490 0.3750 -0.1129 0.262
H -1.3953 -2.2805 1.0686 0.259
H 1.3870 0.1731 -1.9597 0.369
H -0.3012 0.8360 -2.0261 0.368
H 4.0106 5.7026 -0.8472 0.323
H 0.0082 -2.6032 -1.1285 0.431
H -2.9208 -1.3713 0.8945 0.374
H -1.4250 0.4478 2.2872 0.282
H -2.2834 -0.8233 3.1606 0.370
H 1.6519 -2.0784 -0.7584 0.398
H 2.4921 5.2299 -1.0803 0.320
H -0.5422 -0.9497 2.7440 0.234
H 0.6175 -2.4720 0.5736 0.389
```